No. 1
The following is a quantum chemistry calculation of a gas-phase ion, C4H11N2O (charge +1) at a distorted geometry, from OMol25.

Geometry as XYZ:
```
18
Properties=species:S:1:pos:R:3
C -0.3833 1.8957 0.2333
C 0.0073 0.4997 -0.1539
O 1.5858 0.4268 -0.4870
N 2.1108 -0.7655 0.0233
C -0.9410 -0.2508 -1.0852
C -1.2080 -1.2327 0.0349
N -0.1785 -0.4981 0.9508
H -0.2948 2.3514 1.3112
H -1.3354 2.0677 -0.1067
H 0.3190 2.5423 -0.2580
H 2.9294 -0.6263 0.5957
H 2.5170 -1.4421 -0.6361
H -0.5310 -0.5201 -1.9733
H -1.8042 0.2749 -1.3359
H -2.2552 -1.3380 0.3807
H -0.9530 -2.2893 -0.2026
H -0.3512 -0.1495 1.8472
H 0.7661 -0.9461 0.8616
```

SMILES string: C[C@]1(ON)CC[NH2+]1
E (eV): -9344.09442
HOMO energy (Ha): -0.5505
Kohn-Sham gap (Eh): 0.446
Strongest force on any atom (eV/A): 3.5
LUMO level (eV): -2.83
Net charge: +1
ΔE to the lowest compared entry with this formula, charge and spin (kJ/mol): 459.51

Atom charges from the natural (NBO) analysis, given in e for atoms 1 to 6: C -0.69; C 0.46; O -0.37; N -0.55; C -0.47; C -0.21

---

No. 2
The following is a quantum chemistry calculation of a gas-phase ion, C4H11N2O (charge +1) at a distorted geometry, from OMol25.

Geometry as XYZ:
```
18
Properties=species:S:1:pos:R:3
C -1.3726 0.8104 1.2453
N -1.3297 0.0187 0.2530
C -0.0519 -0.5086 -0.1525
C 0.0754 -1.9297 0.2940
O -0.2031 -0.5412 -1.6015
N 0.9353 0.3941 0.2683
C 1.0101 1.5250 -0.6975
H -0.6076 1.2586 1.8437
H -2.1943 1.2843 1.5925
H -2.2123 -0.1472 -0.2997
H -0.4041 -2.0859 1.2907
H 1.1256 -2.2067 0.6463
H -0.3362 -2.5489 -0.3809
H 0.6705 -0.7305 -1.9560
H 1.8915 0.0677 0.2957
H 1.9112 1.4665 -1.1291
H 0.1794 1.4881 -1.4034
H 0.9129 2.3853 -0.1091
```

SMILES string: C=[NH+][C@@](C)(O)NC
E (eV): -9345.25206
HOMO energy (Ha): -0.5263
Kohn-Sham gap (Eh): 0.337
Strongest force on any atom (eV/A): 5.9
LUMO level (eV): -5.16
Net charge: +1
ΔE to the lowest compared entry with this formula, charge and spin (kJ/mol): 347.81

Atom charges from the natural (NBO) analysis, given in e for atoms 1 to 6: C 0.16; N -0.41; C 0.50; C -0.65; O -0.72; N -0.65